1.
Molecular formula: C21H19AuN4S
Method: DFT, ωB97M-V/def2-TZVPD

XYZ file:
```
46
Properties=species:S:1:pos:R:3:forces:R:3:mulliken_charge:R:1
Au -0.15292 0.14893 -0.57305 0.7 0.4 -0.3 1.01
C -1.45836 0.50216 2.43857 -0.1 0.0 0.1 -1.31
C -0.21457 -0.28286 2.69550 0.3 0.0 -0.2 0.68
C 0.05138 -0.83203 3.96135 0.3 -0.2 0.3 -0.84
C 1.18645 -1.57442 4.13304 -0.3 0.2 -0.1 -0.90
C 2.04685 -1.81250 3.04235 -0.1 0.2 -0.2 1.11
C 3.20028 -2.60483 3.16353 0.2 -0.1 -0.2 -0.79
C 3.97186 -2.84745 2.05839 0.0 -0.1 0.5 -0.66
C 3.62179 -2.31779 0.82037 -0.4 0.3 -0.2 -0.54
C 2.51181 -1.50597 0.65790 0.2 -0.2 0.0 0.83
S 2.20285 -0.89524 -0.93648 -0.3 0.2 -0.5 -0.40
C 1.69596 -1.22693 1.79279 0.4 -0.5 0.6 -0.77
N 0.60165 -0.45541 1.68156 -0.3 0.2 0.5 0.42
H -1.97942 0.72302 3.36523 -0.1 0.1 0.1 0.47
H -2.11618 -0.08463 1.79780 -0.1 0.0 0.0 0.20
H -1.22361 1.42582 1.91506 0.0 0.1 0.0 0.15
H -0.63126 -0.65425 4.77871 -0.1 0.0 0.1 0.43
H 1.43524 -2.00312 5.09286 0.0 0.0 0.1 0.40
H 3.44792 -3.02672 4.12583 0.0 -0.1 0.1 0.37
H 4.85455 -3.46245 2.13671 0.1 -0.1 0.0 0.38
H 4.22141 -2.54195 -0.04767 0.1 -0.1 -0.1 0.42
N 2.44768 3.38842 0.41668 0.1 -0.1 0.0 -0.04
C 1.36211 4.21229 0.35638 -0.4 0.3 0.0 -0.56
C 0.31341 3.42148 -0.00698 -0.1 0.6 0.1 -0.54
N 0.75207 2.14292 -0.16735 0.2 -0.6 -0.2 0.12
C 2.03414 2.15409 0.09605 0.4 -0.1 0.1 -0.27
H 3.39058 3.65003 0.65222 -0.1 0.0 0.0 0.20
H 1.42605 5.25947 0.56641 0.0 0.2 0.0 0.41
H -0.70895 3.69923 -0.16348 -0.2 0.1 0.0 0.44
H 2.66651 1.29113 0.03517 0.2 -0.2 0.0 0.31
C -2.16932 1.36789 -1.66755 -0.7 0.6 -0.4 -1.86
C -2.51240 0.55010 -2.74649 -0.1 -0.3 -0.2 1.23
C -2.07795 0.85209 -4.06167 0.0 0.1 0.1 -0.50
C -2.43404 0.06077 -5.12603 0.1 0.0 -0.1 -0.52
C -3.18658 -1.09366 -4.92294 0.0 0.0 0.1 -0.39
C -3.60165 -1.42727 -3.63691 -0.1 -0.1 -0.1 -0.59
C -3.28724 -0.62439 -2.56811 0.0 0.2 0.1 -0.28
H -2.70840 1.27600 -0.73785 0.1 -0.2 0.3 0.58
H -1.70058 2.31544 -1.86822 0.2 0.2 0.0 0.43
H -1.47263 1.73505 -4.20904 0.1 0.1 -0.1 0.34
H -2.12444 0.32347 -6.12786 0.1 0.0 0.0 0.37
H -3.44527 -1.72830 -5.75841 0.0 0.0 0.0 0.38
H -4.17138 -2.33141 -3.47962 0.0 0.0 0.0 0.38
H -3.61477 -0.88179 -1.57071 0.0 -0.1 0.0 0.37
N -1.43804 -2.67356 -0.66465 -0.5 -0.9 0.0 -0.68
C -1.01261 -1.61087 -0.73941 0.3 0.0 -0.1 -0.01
```
Positions in Å, forces in eV/Å.

## Properties
Multiplicity: 3
E_HOMO (alpha / beta), eV: -6.4 / -7.3
Total energy, hartree: -1564.46691
Total charge: 0
Strongest force on any atom, eV/A: 1.000

---

2.
Molecular formula: C47H56NO4RhSi2Te
Method: DFT, ωB97M-V/def2-TZVPD

XYZ file:
```
112
Properties=species:S:1:pos:R:3:forces:R:3:mulliken_charge:R:1
Rh -17.79560 5.34617 15.22699 -0.4 0.9 0.5 0.78
C -18.73614 1.44015 20.25594 -2.6 -0.5 -4.2 -1.53
C -19.20689 2.87628 20.05038 -0.4 0.3 1.2 0.97
C -20.04091 3.46678 21.17845 1.2 0.6 -0.1 -1.69
O -19.95930 3.01796 18.88216 -1.8 -1.5 0.8 -0.28
C -19.11019 3.28822 17.83973 0.4 1.5 -0.1 -0.31
C -18.21686 4.28764 18.55610 0.7 1.2 -0.5 -0.94
O -18.11260 3.74383 19.85587 1.1 -0.4 0.0 -0.48
C -16.80024 4.65996 17.97275 1.2 -2.6 1.1 2.58
O -16.89259 5.51234 16.93429 -0.4 1.3 -1.7 -0.58
C -15.93734 3.36397 17.56082 -1.1 0.9 0.3 -0.60
C -15.36081 3.26952 16.29055 0.3 -0.8 1.1 -0.52
C -14.68779 2.08217 15.92667 -0.6 1.9 -0.1 -0.90
C -14.58738 1.06130 16.80678 -0.9 -0.8 1.5 -0.65
C -15.23616 1.08850 18.06500 1.0 1.0 -0.4 -1.55
C -15.84360 2.29851 18.45985 -0.2 -1.6 0.0 -0.12
C -16.09317 5.48302 19.03421 -0.6 1.1 0.7 0.35
C -16.76942 6.68646 19.29076 0.1 0.4 0.5 -0.13
C -16.21912 7.64772 20.15019 -1.5 -0.9 -1.5 -1.12
C -15.00599 7.42853 20.70207 2.8 -0.2 1.5 -0.40
C -14.27887 6.22773 20.48515 -0.5 0.6 -0.5 -0.86
C -14.87075 5.24394 19.65705 0.8 0.3 0.0 -0.55
C -19.95241 3.78212 16.68273 0.2 0.8 -1.1 2.11
O -19.11090 3.96458 15.55299 0.1 -0.8 0.1 0.22
C -21.01396 2.80935 16.29209 -1.3 -2.1 -1.4 -0.58
C -22.25921 2.67433 16.95438 0.9 1.5 0.6 0.04
C -23.20262 1.77734 16.54323 -1.4 -0.2 -0.4 -0.82
C -22.95310 0.91814 15.46976 1.2 0.4 0.4 -0.59
C -21.73829 1.03089 14.78308 -0.2 0.4 0.6 -0.99
C -20.81356 2.05842 15.11961 -1.8 -1.2 1.7 -0.71
C -20.74564 5.03864 16.85478 -0.2 1.2 2.8 0.08
C -21.15502 5.59634 18.08004 -0.6 0.5 -0.3 -0.12
C -21.93635 6.75245 18.14679 0.8 -0.3 -0.5 -0.78
C -22.23559 7.46752 16.98351 -0.8 1.7 1.0 -0.67
C -21.78559 6.95317 15.80343 -0.3 -0.2 -0.3 -0.81
C -21.17953 5.71937 15.76771 0.5 0.5 -1.0 -0.96
H -19.56197 0.66121 20.11113 0.8 1.3 0.5 0.27
H -18.26147 1.28175 21.12106 1.8 -0.4 3.4 0.50
H -18.05928 1.23985 19.42506 0.1 -0.2 0.1 0.29
H -20.77918 2.78046 21.45139 -1.6 -0.9 0.3 0.42
H -20.44528 4.40721 20.79528 -0.1 -0.2 0.3 0.34
H -19.46530 3.66921 22.09150 0.2 -0.1 -0.4 0.37
H -18.51803 2.45109 17.54509 0.3 -1.0 -0.6 1.04
H -18.77694 5.22888 18.70112 0.4 -0.2 -0.6 0.77
H -15.34960 4.15999 15.70013 -0.1 0.2 -0.6 0.72
H -14.23124 1.95173 14.96765 0.2 0.3 -0.5 0.35
H -14.02030 0.22793 16.47689 0.3 -0.9 0.1 0.56
H -15.10662 0.23484 18.74446 -0.3 0.5 -0.2 0.40
H -16.34094 2.32453 19.43891 0.5 0.3 -0.6 1.01
H -17.73945 6.92220 18.80668 0.9 -0.3 0.3 0.23
H -16.77974 8.54894 20.25930 -0.1 0.6 0.4 0.44
H -14.52138 8.21242 21.33709 -0.5 -0.7 -0.6 0.32
H -13.22454 6.17406 20.86304 -1.3 -0.3 -0.3 0.33
H -14.31646 4.33769 19.39353 -0.2 0.3 0.2 0.40
H -22.49183 3.41467 17.74592 0.1 -0.8 -0.4 0.32
H -24.22429 1.78442 16.98252 1.0 -0.1 -0.1 0.37
H -23.66266 0.14439 15.25723 -0.2 -0.3 -0.4 0.45
H -21.51720 0.25465 14.05794 0.1 0.4 -0.3 0.42
H -19.91333 2.21712 14.61246 1.1 -0.1 -0.9 0.56
H -20.97532 5.18809 19.04679 0.5 -0.7 0.2 0.37
H -22.11962 7.06642 19.15933 -0.6 0.5 0.0 0.50
H -22.79291 8.45744 16.97914 0.8 -1.4 0.3 0.30
H -21.87796 7.48582 14.87848 -0.4 0.2 -0.3 0.52
H -20.95975 5.31992 14.82212 0.4 -0.5 -1.2 0.82
C -17.77603 7.41474 14.75383 1.8 -0.8 0.5 -1.62
C -16.63377 7.73369 13.80472 0.6 0.3 0.5 1.11
C -15.28581 7.72304 14.32237 -0.6 0.8 -1.1 -0.42
C -14.17279 8.26162 13.67940 -1.2 -0.2 -1.0 -0.98
C -14.35847 8.74087 12.36152 -1.3 -0.5 0.6 0.61
C -15.63167 8.59531 11.80096 -0.4 -0.1 -1.4 -0.46
C -16.79065 8.09413 12.45272 1.8 0.7 1.4 -0.83
C -13.34084 9.46525 11.64888 0.2 -0.5 1.1 -0.09
N -12.40914 10.07172 11.36447 0.2 0.2 -0.6 -0.50
H -18.77112 7.74059 14.50609 -0.3 0.1 -0.6 0.71
H -17.55529 7.70597 15.80738 0.0 0.1 -0.8 0.24
H -15.15596 7.37012 15.29915 0.1 -0.5 1.4 0.61
H -13.20008 8.32052 14.12548 0.2 -0.1 0.4 0.50
H -15.61683 8.86993 10.73326 -0.7 0.0 0.6 0.41
H -17.79529 8.13655 12.07881 -0.1 0.0 -0.7 0.56
C -17.44279 -0.98526 11.80041 0.3 1.5 1.3 -1.09
Si -16.69022 -1.31898 13.50500 1.0 0.6 -0.2 0.36
C -17.49810 -0.29872 14.87176 1.2 -1.4 0.6 -0.56
C -16.82400 -3.11640 13.96491 -0.6 -0.6 -1.1 -1.13
C -14.82431 -1.14752 13.51837 -1.0 0.2 1.4 -0.76
Te -17.48225 4.08935 13.11739 -0.5 -0.9 -0.3 -0.22
C -16.29256 5.03187 11.69952 -0.1 0.1 -1.4 -0.09
Si -15.27829 3.92077 10.47010 -0.6 -0.3 0.4 0.38
C -16.26252 3.37561 8.95527 -1.7 1.1 0.3 -1.13
C -14.86669 2.43562 11.46354 -0.8 -1.0 1.4 -0.36
C -13.72660 4.86564 10.12724 0.6 0.4 0.2 -1.11
H -17.97115 -0.02896 11.93621 0.2 0.1 -0.2 0.26
H -18.24686 -1.66349 11.69072 -0.6 -1.1 -0.8 0.45
H -16.76217 -0.86559 10.95679 -0.2 -0.4 0.0 0.32
H -18.51667 -0.53620 14.70520 -1.5 0.4 -0.1 0.36
H -17.30352 0.76093 15.02066 0.0 -0.1 -0.1 -0.10
H -17.29212 -0.89393 15.80418 0.1 0.8 -0.5 0.27
H -17.82065 -3.58158 13.96519 0.1 0.3 0.1 0.35
H -16.33958 -3.32540 14.89815 0.3 -0.1 0.6 0.34
H -16.26079 -3.62707 13.16470 -0.1 0.0 0.3 0.27
H -14.16885 -1.29847 12.68444 0.5 0.0 -0.1 0.38
H -14.45107 -1.19006 14.57427 0.3 0.1 -1.2 0.23
H -15.59702 5.69719 12.17875 0.3 0.3 0.4 -0.36
H -17.05304 5.67475 11.21247 0.5 -0.2 -0.1 0.51
H -17.38208 3.61152 9.08706 1.5 -0.5 0.0 0.28
H -16.16490 2.33933 8.65190 0.1 -0.2 0.2 0.37
H -15.98142 3.97885 8.10439 0.2 0.2 -0.4 0.36
H -15.81524 1.93375 11.81287 0.7 0.3 -0.6 -0.16
H -14.43224 2.75049 12.44999 0.3 -0.5 -1.0 0.04
H -14.29892 1.67853 10.88995 0.1 0.4 0.6 0.43
H -13.42790 5.36470 11.04774 -0.2 0.1 0.4 0.29
H -13.96630 5.68755 9.45518 0.4 0.0 -0.4 0.35
H -12.79443 4.32988 9.87231 -0.7 0.0 -0.5 0.38
```
Positions in Å, forces in eV/Å.

## Properties
Multiplicity: 5
E_HOMO (alpha / beta), eV: -8.1 / -8.6
Total energy, hartree: -3137.59630
Total charge: 0
Strongest force on any atom, eV/A: 5.014

---

3.
Molecular formula: C42H38F3N7O2Tl
Method: DFT, ωB97M-V/def2-TZVPD

XYZ file:
```
93
Properties=species:S:1:pos:R:3:forces:R:3:mulliken_charge:R:1
Tl 0.58096 0.39770 -0.17961 -0.2 0.0 0.0 2.74
C 3.50117 -2.14183 -3.01048 0.0 0.0 0.0 -1.84
C 2.98323 -1.59957 -1.69566 0.0 0.0 0.0 1.03
O 1.71316 -1.42867 -1.62670 0.1 0.1 0.0 -0.32
C 3.87891 -1.27180 -0.70005 0.0 0.0 0.0 -1.28
C 3.44100 -0.65324 0.51683 0.0 0.0 0.0 1.01
C 4.25850 0.47704 1.07486 0.0 0.0 0.0 -1.50
N 2.37131 -1.00788 1.17929 0.0 -0.2 0.0 -0.09
N 1.94670 -2.31443 0.94209 0.0 0.2 0.0 -0.36
C 0.68331 -2.45177 0.71452 0.0 -0.2 -0.1 0.20
O -0.19562 -1.51237 0.55217 0.1 0.1 0.0 -0.65
C 0.16926 -3.85318 0.58709 0.0 0.1 0.0 0.35
C -1.16093 -4.06087 0.23697 0.0 0.0 0.0 -0.37
C -1.65779 -5.35041 0.10247 0.0 0.0 0.0 -0.80
C -0.83017 -6.44277 0.31720 0.0 0.0 0.0 -0.41
C 0.50044 -6.23804 0.66600 0.0 0.0 0.0 -0.71
C 0.99788 -4.95273 0.79981 0.0 0.0 0.0 -0.32
H 3.18508 -1.49100 -3.83050 0.0 0.0 0.0 0.32
H 3.06457 -3.12768 -3.18502 0.0 0.0 0.0 0.37
H 4.58707 -2.23003 -3.02402 0.0 0.0 0.0 0.38
H 4.93642 -1.26314 -0.93834 0.0 0.0 0.0 0.37
H 5.24730 0.08344 1.33238 0.0 0.0 0.0 0.55
H 3.79755 0.88381 1.97112 0.0 0.0 0.0 0.23
H 4.40630 1.27668 0.34677 0.0 0.0 0.0 0.18
H -1.78899 -3.19514 0.07197 0.0 0.0 0.0 0.44
H -2.69551 -5.50113 -0.17029 0.0 0.0 0.0 0.40
H -1.21744 -7.44947 0.21478 0.0 0.0 0.0 0.39
H 1.15199 -7.08762 0.83359 0.0 0.0 0.0 0.40
H 2.03128 -4.77251 1.06409 0.0 0.0 0.0 0.45
C 1.77045 1.40352 -3.13635 0.0 0.0 0.0 -0.19
N 1.73417 1.67044 -1.70058 0.0 0.0 0.2 0.05
C 2.28754 2.71728 -1.18985 0.0 0.0 -0.2 0.03
C 2.24217 3.00843 0.19504 0.0 0.1 0.0 -0.08
C 2.81696 4.08329 0.88482 0.0 0.0 0.1 -1.12
C 2.51456 3.87619 2.22997 0.0 0.0 -0.1 -0.91
C 1.77202 2.68658 2.28309 0.0 0.0 0.1 -0.77
N 1.61089 2.16326 1.06517 0.0 -0.1 -0.1 0.39
C 3.01811 1.89352 -3.82747 0.0 0.0 0.0 -0.49
C 2.95192 2.83574 -4.84512 0.0 0.0 0.0 -0.29
C 4.10626 3.27237 -5.48633 0.0 0.0 0.0 -0.67
C 5.34000 2.77100 -5.10698 0.0 0.0 0.0 -0.41
C 5.41662 1.83140 -4.08446 0.0 0.0 0.0 -0.91
C 4.26572 1.39578 -3.45048 0.0 0.0 0.0 0.45
H 0.88320 1.84214 -3.60238 0.0 0.0 0.0 0.42
H 1.68032 0.32332 -3.25160 0.0 0.0 0.0 -0.17
H 2.82826 3.41361 -1.83277 0.0 0.0 0.0 0.47
H 3.37699 4.89550 0.44531 0.0 0.0 0.0 0.49
H 2.78836 4.49576 3.06956 0.0 0.0 0.0 0.45
H 1.37426 2.20092 3.16359 0.0 0.0 0.0 0.44
H 1.98756 3.23364 -5.14060 0.0 0.0 0.0 0.40
H 4.03819 4.00799 -6.27831 0.0 0.0 0.0 0.38
H 6.24106 3.10991 -5.60300 0.0 0.0 0.0 0.37
H 6.37913 1.43649 -3.78324 0.0 0.0 0.0 0.41
H 4.32224 0.66962 -2.64633 0.0 0.0 0.0 0.41
F -8.10146 3.41386 2.91197 0.0 0.0 0.0 -0.28
C -7.87469 2.17003 2.43880 0.0 0.0 0.0 0.89
F -8.76751 1.98360 1.43834 0.0 0.0 0.0 -0.27
F -8.21679 1.31181 3.41780 0.0 0.0 0.0 -0.28
C -6.46325 1.98750 1.97784 0.0 0.0 0.0 0.36
C -5.84503 3.00986 1.26673 0.0 0.0 0.0 -0.74
C -4.55404 2.84198 0.80268 0.0 0.0 0.0 -0.71
C -3.86218 1.65025 1.04155 0.0 0.0 0.0 0.32
C -4.49708 0.63116 1.75569 0.0 0.0 0.0 -0.47
C -5.78899 0.79888 2.22061 0.0 0.0 0.0 -0.70
C -2.52017 1.46889 0.58336 0.0 0.0 0.0 0.57
C -1.38060 1.27023 0.22332 0.0 0.0 0.0 -1.98
H -6.37162 3.93839 1.08679 0.0 0.0 0.0 0.38
H -4.06028 3.63549 0.25804 0.0 0.0 0.0 0.50
H -3.95475 -0.28285 1.95563 0.0 0.0 0.0 0.59
H -6.26712 0.00841 2.78349 0.0 0.0 0.0 0.44
N -0.55672 -1.48634 -2.95984 0.0 0.0 0.0 0.38
C -1.44414 -1.95225 -3.84967 0.0 -0.1 0.0 -0.31
C -2.48906 -1.05190 -3.88993 0.0 0.0 0.0 -1.02
C -2.12536 -0.06045 -2.96246 -0.1 0.1 0.1 -0.74
N -0.95297 -0.33493 -2.41049 0.1 0.0 -0.1 0.20
H 0.35293 -1.84074 -2.63375 0.0 0.0 0.0 0.16
H -1.28227 -2.87951 -4.37399 0.0 0.0 0.0 0.48
H -3.38308 -1.11053 -4.48577 0.0 0.0 0.0 0.38
H -2.66820 0.81771 -2.64939 0.0 0.0 0.0 0.53
N 0.43270 -0.59962 3.57554 -0.2 0.1 0.0 -0.51
C -0.87957 -0.53913 4.02764 0.0 0.0 0.0 0.86
C -1.54848 0.68800 4.10011 0.0 0.0 0.0 -0.07
C -2.82913 0.76164 4.61815 0.0 0.0 0.0 -0.57
C -3.48245 -0.37878 5.07109 0.0 0.0 0.0 -0.54
C -2.82741 -1.60079 4.98527 -0.1 0.0 0.0 -0.63
C -1.54365 -1.68606 4.47201 0.0 0.0 0.0 -0.54
H 0.70843 -1.49401 3.19381 0.0 0.0 0.0 0.34
H 0.65213 0.11532 2.89746 0.2 0.0 0.0 -0.12
H -1.05739 1.58042 3.72865 0.0 0.0 0.0 0.26
H -3.33093 1.72152 4.65511 0.0 0.0 0.0 0.34
H -4.48473 -0.31532 5.47549 0.0 0.0 0.0 0.43
H -3.32410 -2.50478 5.31843 0.0 0.0 0.0 0.37
H -1.04494 -2.64604 4.39986 0.0 0.0 0.0 0.41
```
Positions in Å, forces in eV/Å.

## Properties
Multiplicity: 1
E_HOMO, eV: -4.9
Total energy, hartree: -2629.13623
Total charge: -1
Strongest force on any atom, eV/A: 0.212

---

4.
Molecular formula: C17H13F3IN4Os
Method: DFT, ωB97M-V/def2-TZVPD

XYZ file:
```
39
Properties=species:S:1:pos:R:3:forces:R:3:mulliken_charge:R:1
Os 1.32499 -0.57368 -1.17556 0.1 4.6 1.6 2.22
C 1.57598 -3.25679 3.53332 0.1 0.2 -0.4 -0.43
C 1.55522 -3.49533 2.15395 0.0 -0.3 0.1 -1.09
C 1.59214 -2.43798 1.27975 0.0 0.6 -0.3 -0.27
C 1.65982 -1.11402 1.75832 -0.1 -0.8 1.0 1.15
C 1.70118 -0.88012 3.14695 0.0 0.3 -0.4 -0.14
C 1.65817 -1.94920 4.01197 0.0 -0.1 0.3 -0.73
N 1.64376 -0.07386 0.84023 0.3 -1.1 -1.7 -0.12
N 1.78091 1.11494 1.16578 -0.1 -0.1 1.1 -0.47
C 1.74507 2.11123 0.24186 0.0 0.7 -0.7 0.42
C 1.78436 3.44651 0.63279 0.1 -0.6 0.1 -0.33
C 1.67157 4.42908 -0.34761 -0.1 0.2 -0.4 -0.34
C 1.58130 4.05790 -1.67830 0.1 -0.2 0.3 -0.64
C 1.60117 2.69659 -2.00142 -0.1 0.3 -0.7 -0.16
N 1.65170 1.76175 -1.06979 -0.6 -2.7 -0.1 -0.31
H 1.53954 -4.09207 4.21976 0.0 0.0 0.0 0.45
H 1.53156 -4.51518 1.79403 0.0 0.0 -0.1 0.42
H 1.61182 -2.62163 0.19582 0.0 -0.2 0.0 0.26
H 1.75590 0.13645 3.50980 0.0 0.0 0.1 0.48
H 1.68514 -1.77753 5.08071 0.0 0.1 0.0 0.42
H 1.89763 3.69662 1.67902 -0.1 -0.1 0.0 0.51
H 1.65202 5.47720 -0.07484 0.1 0.0 0.1 0.47
H 1.50954 4.78957 -2.47113 0.0 0.0 0.0 0.44
H 1.57738 2.37385 -3.03483 -0.1 0.0 0.0 0.45
I 3.16137 -1.34922 -2.70873 -0.7 -0.2 0.6 0.22
F -5.63626 -1.28950 -0.88847 0.1 0.0 0.0 -0.20
C -5.01307 -0.48296 -1.73571 0.1 0.1 0.0 0.72
F -5.33891 -0.80324 -2.97852 0.0 0.0 0.0 -0.24
F -5.37883 0.77523 -1.49169 0.0 0.0 0.0 -0.21
C -3.49312 -0.58021 -1.53559 -0.2 0.0 -0.1 0.36
C -2.93493 -0.22511 -0.31119 0.2 -0.1 -0.2 -0.96
C -1.56451 -0.28175 -0.17047 0.0 0.1 0.6 0.09
N -0.76231 -0.66033 -1.18361 0.8 -0.4 -0.7 -0.53
C -1.30544 -0.99774 -2.36772 -0.2 -0.1 -0.5 -0.14
C -2.66758 -0.96818 -2.58435 0.1 0.0 0.2 -0.78
H -3.54513 0.10354 0.52013 0.0 0.0 0.0 0.49
H -1.10205 -0.00847 0.76905 0.1 -0.1 0.0 0.49
H -0.63817 -1.30138 -3.17103 0.0 0.0 0.1 0.47
H -3.06889 -1.23496 -3.55272 0.0 0.0 0.0 0.55
```
Positions in Å, forces in eV/Å.

## Properties
Multiplicity: 1
E_HOMO (alpha / beta), eV: -18.6 / -18.6
Total energy, hartree: -1561.40938
Total charge: +3
Strongest force on any atom, eV/A: 4.895